1.
Computed, not measured: the molecule C24H30N4O2, with ωB97M-V/def2-TZVPD.

Computed properties:
HOMO energy, eV: -8.023
Calculated total energy, Eh: -1302.04079
Strongest force on any atom, eV/A: 1.0
HOMO-LUMO gap, eV: 8.4
LUMO energy, eV: 0.3
Energy above the lowest of the compared OMol25 structures with the same formula, charge and spin, kcal/mol: 37.22

Each line ends with the natural charge from an NBO analysis.
CARTESIAN COORDINATES (ANGSTROEM)
C: 1.63394 5.05927 -3.15723  -0.66
C: 2.37650 4.85990 -1.88675  0.31
C: 2.43568 5.59226 -0.73998  -0.33
C: 3.24555 4.85760 0.16224  -0.30
C: 3.62614 3.72588 -0.49569  0.24
C: 4.44432 2.55686 -0.04177  -0.26
N: 3.72947 1.33934 0.31004  -0.44
C: 3.39973 0.42601 -0.75882  -0.21
C: 2.10316 0.76170 -1.50664  -0.45
C: 0.94265 0.86731 -0.51355  -0.02
N: -0.25870 1.28990 -1.19857  -0.18
N: -0.37638 2.56374 -1.59091  -0.30
C: -1.52855 2.65099 -2.22316  -0.04
C: -2.18432 1.41648 -2.26458  -0.36
C: -1.32993 0.55862 -1.60001  0.31
N: -1.43356 -0.80064 -1.34428  -0.62
C: -2.48714 -1.59745 -1.70021  0.69
O: -3.46487 -1.19706 -2.28393  -0.59
C: -2.30211 -3.03803 -1.25696  -0.49
C: -2.60183 -3.18063 0.23842  -0.38
C: -2.44874 -4.63297 0.70515  -0.44
C: -2.75950 -4.74782 2.17042  0.08
C: -4.06521 -4.94763 2.59989  -0.25
C: -4.36100 -5.01869 3.94925  -0.19
C: -3.35282 -4.88745 4.88900  -0.22
C: -2.04884 -4.68463 4.47164  -0.20
C: -1.75618 -4.61393 3.12118  -0.25
C: 1.29195 1.86547 0.59135  -0.43
C: 2.63381 1.49334 1.24025  -0.22
O: 3.10822 3.73270 -1.74788  -0.43
H: 2.27593 4.85401 -4.01198  0.22
H: 1.26771 6.07949 -3.21532  0.23
H: 0.78644 4.37389 -3.18963  0.24
H: 1.96057 6.53383 -0.55605  0.23
H: 3.50646 5.13444 1.16366  0.22
H: 4.99662 2.87146 0.85067  0.21
H: 5.16791 2.29370 -0.81775  0.21
H: 3.29986 -0.56942 -0.30566  0.18
H: 4.23379 0.39106 -1.46197  0.21
H: 1.89470 -0.01021 -2.25121  0.21
H: 2.20487 1.71585 -2.02152  0.24
H: 0.75994 -0.11516 -0.05706  0.18
H: -1.85387 3.58935 -2.62647  0.21
H: -3.12619 1.17012 -2.70374  0.25
H: -0.65881 -1.22914 -0.85912  0.40
H: -1.28411 -3.37274 -1.47042  0.21
H: -2.99843 -3.65426 -1.82655  0.23
H: -1.92995 -2.54530 0.82208  0.20
H: -3.62228 -2.84501 0.43234  0.22
H: -3.12766 -5.26541 0.13020  0.21
H: -1.42645 -4.96745 0.51369  0.20
H: -4.85490 -5.05256 1.86953  0.21
H: -5.38046 -5.17832 4.26865  0.21
H: -3.58227 -4.94501 5.94269  0.21
H: -1.25717 -4.58306 5.19977  0.21
H: -0.73485 -4.45974 2.80103  0.21
H: 1.33639 2.86018 0.15206  0.24
H: 0.50746 1.86803 1.35053  0.21
H: 2.51914 0.53563 1.76418  0.18
H: 2.90817 2.25129 1.97547  0.21

2.
Computed, not measured: a structure of composition C24H30N4O3PRu, with ωB97M-V/def2-TZVPD.

Computed properties:
<S²>: 6.0364
HOMO energy (spin up / spin down), eV: -16.780 / -16.814
Calculated total energy, Eh: -1812.57310
Strongest force on any atom, eV/A: 2.4
Net charge: +3
HOMO-LUMO gap (spin up / spin down), eV: 7.9 / 5.6
LUMO energy (spin up / spin down), eV: -8.8 / -11.2
2S+1: 5

Each line ends with the natural charge from an NBO analysis.
CARTESIAN COORDINATES (ANGSTROEM)
Ru: 0.21452 0.22197 -0.42181  1.14
N: 2.35620 0.37103 0.12886  -0.84
C: 2.98097 1.61793 -0.42164  -0.23
C: 2.26224 2.87501 0.03003  -0.55
C: 0.85456 3.04044 -0.56866  0.78
O: 0.23459 4.04848 -0.42953  -0.48
O: 0.40169 1.95006 -1.20699  -0.63
H: 2.51375 0.35471 1.13425  0.41
H: 2.86829 -0.42052 -0.25339  0.41
H: 2.97809 1.55247 -1.50878  0.23
H: 4.02011 1.67425 -0.09291  0.24
H: 2.82976 3.75865 -0.25866  0.29
H: 2.13741 2.90599 1.11675  0.25
C: -3.20723 -0.99987 -0.13448  -0.93
P: -2.10907 0.23091 -0.90441  1.07
C: -2.75567 0.51020 -2.56674  -0.95
C: -2.37961 1.68365 0.14022  -0.29
C: -3.12180 2.80240 -0.20221  -0.21
C: -3.15346 3.88559 0.66846  -0.14
C: -2.44745 3.85262 1.86358  -0.15
C: -1.69470 2.73825 2.21039  -0.17
C: -1.66974 1.65092 1.35472  -0.29
H: -4.21975 -0.59699 -0.16258  0.28
H: -2.92794 -1.16732 0.90497  0.26
H: -3.18132 -1.94330 -0.68150  0.25
H: -3.84048 0.61037 -2.52210  0.28
H: -2.50933 -0.33514 -3.20997  0.27
H: -2.31652 1.41476 -2.98769  0.29
H: -3.65335 2.84560 -1.14410  0.24
H: -3.71955 4.76681 0.39944  0.25
H: -2.48878 4.69926 2.53464  0.25
H: -1.15654 2.71652 3.14855  0.24
H: -1.15414 0.72570 1.65734  0.18
C: -2.74708 -9.43099 2.00559  -0.68
C: -1.71663 -8.83814 1.13834  0.20
C: -0.43891 -9.43504 0.99070  -0.18
C: 0.52037 -8.85688 0.21777  -0.18
C: 0.25599 -7.63285 -0.46677  0.35
N: 1.26482 -7.10229 -1.19860  -0.57
C: 1.31802 -6.02990 -2.12677  0.78
O: 1.88939 -6.19555 -3.15972  -0.46
N: 0.71647 -4.79754 -1.84647  -0.62
C: 0.64158 -4.00886 -0.70451  0.16
C: 0.85017 -4.44706 0.60835  -0.17
C: 0.74361 -3.53928 1.64705  -0.18
C: 0.44297 -2.21529 1.38863  0.03
N: 0.27474 -1.77429 0.13326  -0.49
C: 0.37101 -2.64863 -0.88349  0.01
C: -1.03681 -7.04678 -0.36243  -0.26
C: -1.98415 -7.63788 0.41631  -0.15
H: -2.37773 -10.27207 2.58533  0.26
H: -3.59602 -9.78130 1.40304  0.29
H: -3.18099 -8.67430 2.66608  0.27
H: -0.22979 -10.36497 1.50291  0.27
H: 1.49608 -9.31982 0.12741  0.25
H: 2.02440 -7.74952 -1.39538  0.45
H: 0.69255 -4.26942 -2.71010  0.43
H: 1.11732 -5.46958 0.82325  0.25
H: 0.91268 -3.85753 2.66616  0.27
H: 0.33783 -1.49516 2.19000  0.23
H: 0.24612 -2.24810 -1.88500  0.22
H: -1.27569 -6.16096 -0.93381  0.24
H: -2.97468 -7.20578 0.48063  0.25

3.
Computed, not measured: a structure of composition C24H30N6, with ωB97M-V/def2-TZVPD.

Computed properties:
HOMO energy, eV: -6.983
Calculated total energy, Eh: -1260.43797
Strongest force on any atom, eV/A: 9.9
HOMO-LUMO gap, eV: 7.6
LUMO energy, eV: 0.6
Energy above the lowest of the compared OMol25 structures with the same formula, charge and spin, kcal/mol: 359.20

Each line ends with the natural charge from an NBO analysis.
CARTESIAN COORDINATES (ANGSTROEM)
N: 2.64055 2.25276 -1.40713  -0.51
C: 2.37747 1.60888 -0.18054  -0.15
C: 3.60798 1.61412 0.53325  -0.32
C: 4.55280 2.35265 -0.24789  -0.30
C: 3.89421 2.80237 -1.45404  -0.09
H: 2.06449 2.23595 -2.23657  0.38
H: 1.39229 1.21095 0.01306  0.28
H: 3.76806 1.18599 1.51176  0.21
H: 5.53912 2.65158 0.07493  0.21
H: 4.14556 3.49039 -2.24767  0.21
N: -1.24217 -5.21038 2.18027  -0.51
C: -1.36873 -4.03119 1.46084  -0.12
C: -0.18177 -3.38618 1.52768  -0.33
C: 0.64559 -4.17561 2.38929  -0.29
C: -0.01093 -5.32983 2.77890  -0.09
H: -2.01297 -5.84122 2.34759  0.40
H: -2.29942 -3.72287 1.00790  0.22
H: 0.04179 -2.42788 1.08262  0.27
H: 1.63333 -3.88190 2.71255  0.21
H: 0.22863 -6.21658 3.34696  0.21
N: -4.26158 0.15710 -0.65377  -0.51
C: -5.31703 -0.22106 0.23388  -0.10
C: -4.82075 -1.04626 1.20846  -0.30
C: -3.49768 -1.20940 0.90849  -0.33
C: -3.15232 -0.44723 -0.19816  -0.06
H: -4.38658 0.73153 -1.47505  0.42
H: -6.31611 0.13869 0.03688  0.20
H: -5.42642 -1.62398 1.89095  0.22
H: -2.83781 -1.86056 1.46253  0.21
H: -2.26522 -0.52324 -0.80945  0.24
N: -0.27834 0.07688 0.26580  -0.54
C: 0.34856 -0.09900 -0.98012  -0.15
C: 0.14450 -1.42693 -1.35231  -0.31
C: -0.51548 -2.01532 -0.30226  -0.35
C: -0.82510 -1.09143 0.61922  -0.07
H: -0.10122 0.88351 0.84725  0.40
H: 0.87860 0.70816 -1.46381  0.23
H: 0.47787 -1.96203 -2.22920  0.22
H: -0.70241 -3.07510 -0.21090  0.26
H: -1.34811 -1.08222 1.56410  0.24
N: 1.66687 1.60018 -4.39706  -0.50
C: 1.70427 2.93977 -4.42322  -0.05
C: 1.18582 3.37141 -3.21878  -0.31
C: 0.89740 2.30138 -2.43315  -0.34
C: 1.02805 1.22032 -3.23466  -0.09
H: 1.87507 0.97629 -5.16356  0.42
H: 2.03498 3.47808 -5.29915  0.22
H: 0.93724 4.39529 -2.98158  0.23
H: 0.43220 2.25436 -1.45961  0.25
H: 0.71775 0.19105 -3.13111  0.25
N: -0.61348 1.43402 2.87038  -0.49
C: 0.58240 0.74031 2.98099  -0.08
C: 1.28394 1.09063 1.82966  -0.25
C: 0.61208 2.04752 1.07337  -0.46
C: -0.66655 2.15735 1.74239  -0.01
H: -1.27756 1.59194 3.61480  0.42
H: 0.79721 0.07149 3.80132  0.23
H: 2.24058 0.66120 1.57116  0.26
H: 0.93001 2.60911 0.20738  0.28
H: -1.58167 2.67440 1.49416  0.23

4.
Computed, not measured: a structure of composition C24H30N7O6PSV, with ωB97M-V/def2-TZVPD.

Computed properties:
<S²>: 0.8111
HOMO energy (spin up / spin down), eV: -6.577 / -6.233
Calculated total energy, Eh: -3450.89936
Strongest force on any atom, eV/A: 1.0
HOMO-LUMO gap (spin up / spin down), eV: 6.0 / 5.5
LUMO energy (spin up / spin down), eV: -0.6 / -0.8
2S+1: 2
Energy above the lowest of the compared OMol25 structures with the same formula, charge and spin, kcal/mol: 0.00

Each line ends with the natural charge from an NBO analysis.
CARTESIAN COORDINATES (ANGSTROEM)
V: -0.20746 0.32956 0.41258  1.15
O: -3.19959 2.70168 -0.66027  -0.57
C: -2.15466 2.12176 -0.50153  0.66
O: -1.83488 1.39235 0.54114  -0.76
C: -1.03326 2.13591 -1.58929  0.66
O: -1.12601 2.79034 -2.61541  -0.65
O: -0.02117 1.38765 -1.29023  -0.78
O: -2.98653 -5.95836 -0.36440  -0.72
C: -2.81939 -5.09624 -1.47195  -0.09
C: -2.20610 -3.80474 -1.01546  0.01
C: -1.96676 -2.78763 -1.94698  -0.23
C: -1.41419 -1.60531 -1.53264  0.08
N: -1.09324 -1.37129 -0.24582  -0.49
C: -1.30891 -2.34440 0.65778  0.12
C: -1.87268 -3.57277 0.29900  -0.18
C: -0.98119 -1.96169 2.02301  0.22
C: -1.16943 -2.78843 3.13206  -0.22
C: -0.96793 -2.29741 4.40376  -0.02
C: -1.16498 -3.17096 5.61554  -0.09
O: -0.54839 -4.43989 5.48188  -0.70
C: -0.58810 -0.95575 4.52190  -0.24
C: -0.36619 -0.21189 3.39263  0.05
N: -0.51585 -0.69443 2.14406  -0.49
H: -3.42267 -6.76104 -0.65970  0.48
H: -3.77942 -4.87939 -1.95551  0.18
H: -2.16108 -5.54789 -2.22491  0.18
H: -2.19526 -2.92294 -2.99599  0.22
H: -1.19523 -0.80023 -2.22100  0.23
H: -2.05512 -4.33325 1.04218  0.23
H: -1.49006 -3.81108 2.99440  0.23
H: -2.22685 -3.38022 5.75825  0.20
H: -0.81634 -2.64422 6.51081  0.17
H: 0.40048 -4.30770 5.38596  0.47
H: -0.44830 -0.50137 5.49395  0.22
H: -0.03858 0.81864 3.45052  0.20
C: -0.14167 -2.25200 -6.28722  -0.41
N: -0.40726 -0.93660 -5.75252  -0.37
C: -1.33941 -0.04335 -6.25585  -0.10
C: -1.27476 1.06938 -5.49586  -0.06
N: -0.30612 0.84653 -4.54743  -0.54
C: 0.22796 -0.39353 -4.67955  0.25
S: 1.42311 -1.08588 -3.71906  -0.37
H: 0.16726 -2.17792 -7.32998  0.21
H: -1.03240 -2.87729 -6.21426  0.20
H: 0.66213 -2.68885 -5.69876  0.26
H: -1.94597 -0.27947 -7.11095  0.22
H: -1.81917 1.99443 -5.53986  0.24
H: -0.06227 1.50602 -3.80588  0.47
C: 2.59724 4.24085 2.95810  -0.07
N: 3.53718 3.17673 2.60640  -0.46
C: 4.23907 3.57093 1.38279  -0.07
N: 3.35844 3.89339 0.26507  -0.45
C: 2.43079 4.93734 0.69321  -0.07
N: 1.66513 4.59828 1.89307  -0.46
C: 0.71980 3.51904 1.62388  -0.50
P: 1.58014 1.97124 1.08314  0.76
C: 2.84770 1.89851 2.42493  -0.51
C: 2.64649 2.71139 -0.22530  -0.52
H: 3.17784 5.13136 3.20951  0.20
H: 2.03009 3.93672 3.84086  0.19
H: 4.91904 2.76941 1.08639  0.20
H: 4.83010 4.46127 1.61148  0.20
H: 1.73748 5.15429 -0.12148  0.21
H: 3.01049 5.83840 0.90754  0.20
H: 0.02648 3.82298 0.83483  0.24
H: 0.11298 3.31034 2.50950  0.23
H: 3.58392 1.13154 2.16596  0.23
H: 2.38629 1.58974 3.36745  0.22
H: 2.02139 2.96587 -1.08319  0.25
H: 3.36578 1.96155 -0.56728  0.23